Entry from OMol25: 2 unconnected molecules or ions with the total composition C4H13N2OS (ωB97M-V/def2-TZVPD).

Results
- highest occupied orbital energy (eV) = -2.6
- total charge = -1
- gap between HOMO and LUMO (eV) = 6.07
- LUMO energy (eV) = 3.5
- energy relative to the best compared isomer or geometry (same formula, charge and spin) (kcal per mole) = 9.3
- energy (hartree) = -743.1642

Each atom is followed by the atoms it is bonded to, with distances in Å.
Geometry (Å):
1 H 1.288 2.530 0.438  O11 0.964
2 H 2.061 -1.165 1.513  C9 1.102
3 H 0.674 3.714 1.231  O11 0.960
4 H -0.140 0.151 1.519  C20 1.099
5 H -2.848 -0.539 -0.197  C7 1.094
6 H -2.987 0.881 -1.276  C7 1.092
7 C -2.633 0.528 -0.305  H5 1.094, H6 1.092, H10 1.101, N19 1.452
8 H 1.401 -1.215 -2.059  N14 1.011
9 C 1.750 -1.584 0.543  H2 1.102, H12 1.099, C16 1.510, S18 1.822
10 H -3.150 0.959 0.566  C7 1.101
11 O 1.502 3.324 0.939  H1 0.964, H3 0.960
12 H 2.657 -1.689 -0.070  C9 1.099
13 H 0.024 -1.844 -1.509  N14 1.016
14 N 0.551 -0.978 -1.568  H8 1.011, H13 1.016, C16 1.485
15 H -0.796 0.939 -1.101  N19 1.006
16 C 0.878 -0.581 -0.174  C9 1.510, N14 1.485, H17 1.105, C20 1.518
17 H 1.443 0.358 -0.317  C16 1.105
18 S 0.969 -3.212 0.788  C9 1.822
19 N -1.203 0.760 -0.199  C7 1.452, H15 1.006, C20 1.451
20 C -0.421 -0.226 0.525  H4 1.099, C16 1.518, N19 1.451, H21 1.086
21 H -1.021 -1.111 0.715  C20 1.086